# 1
{"formula": "C7H19N6P", "method": "wB97M-V/def2-TZVPD", "elements": ["C", "N", "N", "C", "C", "N", "C", "N", "C", "N", "C", "P", "N", "C", "H", "H", "H", "H", "H", "H", "H", "H", "H", "H", "H", "H", "H", "H", "H", "H", "H", "H", "H"], "coordinates": [[-1.49918, 0.90053, -1.98645], [-0.68695, -0.07784, -1.19764], [-1.13407, -0.33383, 0.17438], [-2.68589, -0.31527, 0.27517], [-0.45804, -1.57657, 0.63567], [0.91153, -1.40752, 0.88168], [1.07988, -0.38291, 1.89493], [0.64058, 0.88186, 1.31904], [-0.73114, 0.85573, 1.10847], [1.33640, 1.37102, 0.27586], [1.55271, 2.85753, 0.23657], [2.05334, 0.36370, -0.86468], [1.61670, -1.15141, -0.34831], [2.18393, -2.37459, -0.93027], [-0.82098, 1.14320, -2.79611], [-2.42390, 0.38439, -2.32244], [-1.76161, 1.76248, -1.43141], [-0.49720, -1.01725, -1.78859], [-3.08281, -0.95328, -0.52000], [-3.13638, -0.85706, 1.12098], [-2.94759, 0.82814, 0.06295], [-0.69421, -2.40910, -0.08497], [-0.84257, -1.94656, 1.49549], [0.54791, -0.63783, 2.80790], [2.14347, -0.35967, 2.06889], [-1.16035, 0.83067, 2.10708], [-0.94490, 1.82939, 0.73551], [0.72629, 3.31798, -0.25320], [1.41717, 3.35111, 1.22511], [2.45811, 3.17485, -0.26990], [1.30488, -3.11770, -1.16340], [2.53141, -2.05190, -1.93526], [3.00343, -2.88228, -0.53304]], "lowdin_charge": [-0.04, -0.09, -0.19, 0.05, -0.12, -0.08, -0.07, -0.15, -0.08, -0.36, -0.03, 1.27, -0.39, -0.06, 0.10, 0.10, 0.07, 0.20, 0.11, 0.12, 0.15, 0.17, 0.12, 0.16, 0.15, 0.17, 0.13, 0.07, 0.12, 0.09, 0.14, 0.09, 0.08], "total_charge": 2, "gap_ev": 8.79, "smiles": "CN[N@@+]1(C)CN2CN(C1)[N+](C)=PN2C", "lumo_ev": -8.2, "de_lowest_kcal_mol": 133.7}

=====

# 2
{"formula": "C21H42F9Mn2N6O15S3", "method": "wB97M-V/def2-TZVPD", "elements": ["Mn", "Mn", "C", "F", "F", "F", "S", "O", "O", "O", "C", "F", "F", "F", "S", "O", "O", "O", "C", "F", "F", "F", "S", "O", "O", "O", "C", "O", "N", "C", "C", "H", "H", "H", "H", "H", "H", "H", "C", "O", "N", "C", "C", "H", "H", "H", "H", "H", "H", "H", "C", "O", "N", "C", "C", "H", "H", "H", "H", "H", "H", "H", "C", "O", "N", "C", "C", "H", "H", "H", "H", "H", "H", "H", "C", "O", "N", "C", "C", "H", "H", "H", "H", "H", "H", "H", "C", "O", "N", "C", "C", "H", "H", "H", "H", "H", "H", "H"], "coordinates": [[1.72382, 3.68194, 1.27548], [-1.01727, 1.31317, -2.77578], [1.01876, 5.34722, -3.14499], [0.71680, 5.17299, -4.41308], [2.08263, 6.21728, -3.00246], [-0.01040, 6.01187, -2.65652], [1.37191, 3.80888, -2.06019], [2.65642, 3.32140, -2.61100], [1.40653, 4.22220, -0.61557], [0.29141, 2.84413, -2.38224], [1.18658, -0.77972, 0.94218], [0.56186, -1.93440, 1.04264], [1.78552, -0.52902, 2.08642], [2.13851, -0.87698, 0.02017], [-0.09354, 0.74807, 0.54837], [-0.50248, 0.74067, -0.86168], [-1.26989, 0.56454, 1.44964], [0.71248, 1.96473, 0.86881], [5.18801, 1.12165, -0.39408], [4.51001, 1.42306, -1.46929], [4.93366, -0.08406, 0.11313], [6.48826, 1.22507, -0.76536], [4.74313, 2.40245, 0.94653], [3.31608, 2.66520, 0.90411], [5.20224, 1.89248, 2.21897], [5.52195, 3.59087, 0.54731], [5.09299, -5.65700, 1.98064], [5.49439, -6.53911, 1.28732], [4.47510, -4.56849, 1.50638], [4.02170, -4.35042, 0.13483], [4.31110, -3.43950, 2.37314], [5.24301, -5.60596, 3.07018], [4.78142, -3.78086, -0.40044], [2.99632, -3.98204, 0.10323], [4.06466, -5.28981, -0.41635], [4.24267, -3.63915, 3.44252], [5.15194, -2.78148, 2.15384], [3.35159, -2.95745, 2.18592], [-2.16735, -1.89484, -3.14231], [-1.91422, -0.69642, -3.05219], [-2.10329, -2.56648, -4.33296], [-2.30369, -3.97430, -4.47070], [-1.74675, -1.92631, -5.53137], [-2.45499, -2.54420, -2.30101], [-2.50441, -4.51352, -3.54493], [-1.55485, -4.55611, -5.00814], [-3.15400, -4.14396, -5.13121], [-1.76788, -0.84681, -5.38190], [-0.77673, -2.33154, -5.81939], [-2.36901, -2.11328, -6.40654], [1.96142, 0.04422, -3.48490], [0.76489, 0.20768, -3.24805], [2.49961, -1.13551, -3.88699], [3.96868, -1.24428, -3.83050], [1.65129, -2.27917, -4.17021], [2.74794, 0.80820, -3.38524], [4.44541, -1.58477, -4.74968], [4.24883, -1.85425, -2.97169], [4.39056, -0.25111, -3.67641], [0.60528, -2.02489, -4.34140], [1.92521, -2.78859, -5.09409], [1.70749, -3.00850, -3.36211], [-3.18478, 1.03738, 4.40678], [-4.29941, 0.57313, 4.70731], [-2.46484, 1.80863, 5.20615], [-1.20326, 2.43988, 4.85736], [-2.97158, 2.15585, 6.55353], [-2.77462, 0.96100, 3.38789], [-1.20472, 3.47375, 4.51208], [-0.61507, 1.90239, 4.11356], [-0.57540, 2.32575, 5.74103], [-3.42207, 3.14229, 6.66346], [-3.64973, 1.39263, 6.93524], [-2.15270, 2.12371, 7.27222], [-1.20981, 4.94979, 2.15981], [-0.10142, 4.52062, 1.72571], [-2.43703, 4.67259, 1.70155], [-3.71677, 5.13394, 2.30070], [-2.63972, 3.56693, 0.80288], [-1.33370, 5.63916, 3.00929], [-4.29221, 5.59280, 1.49670], [-3.54248, 5.87846, 3.07749], [-4.30544, 4.29122, 2.66319], [-1.75793, 3.07685, 0.39014], [-3.17481, 2.72924, 1.25016], [-3.13928, 3.84965, -0.12373], [-4.87955, -3.35567, -0.30597], [-4.12159, -3.53721, -1.22646], [-4.56994, -2.72893, 0.82288], [-5.46231, -2.93613, 1.94149], [-3.22253, -2.18070, 1.09812], [-5.95772, -3.57811, -0.32232], [-6.43565, -3.33863, 1.66096], [-5.57854, -1.98483, 2.46075], [-4.99847, -3.70783, 2.55584], [-3.20493, -1.44779, 1.90475], [-2.65362, -3.05602, 1.41158], [-2.73537, -1.65133, 0.27925]], "mulliken_spin": [4.86, 4.87, 0.01, 0.00, 0.00, 0.00, 0.02, 0.01, 0.03, 0.03, 0.01, 0.00, 0.00, 0.00, 0.02, 0.00, 0.00, -0.06, 0.00, 0.00, 0.00, 0.00, -0.01, 0.06, 0.00, 0.00, 0.00, 0.00, 0.00, 0.00, 0.00, 0.00, 0.00, 0.00, 0.00, 0.00, 0.00, 0.00, 0.00, 0.02, 0.01, 0.00, 0.00, 0.00, 0.00, 0.00, 0.00, 0.00, 0.00, 0.00, 0.00, 0.05, 0.01, 0.00, 0.00, 0.00, 0.00, 0.00, 0.00, 0.00, 0.00, 0.00, 0.00, 0.00, 0.00, 0.00, 0.00, 0.00, 0.00, 0.00, 0.00, 0.00, 0.00, 0.00, 0.00, 0.03, 0.01, 0.00, 0.00, 0.00, 0.00, 0.00, 0.00, 0.01, 0.00, 0.00, 0.00, 0.00, 0.00, 0.00, 0.00, 0.00, 0.00, 0.00, 0.00, 0.00, 0.00, 0.00], "total_charge": 1, "gap_ev": [6.77, 6.45], "spin_multiplicity": 11, "lumo_ev": [-4.0, -4.3], "de_lowest_kcal_mol": 20.9}

=====

# 3
{"formula": "C7H13N2O2", "method": "wB97M-V/def2-TZVPD", "elements": ["C", "C", "C", "C", "C", "C", "C", "N", "N", "O", "O", "H", "H", "H", "H", "H", "H", "H", "H", "H", "H", "H", "H", "H"], "coordinates": [[1.74333, 0.72609, 1.05822], [0.14274, -0.68255, 0.12848], [0.57932, 1.53398, -0.29205], [1.28396, 2.00788, -1.48731], [-0.37597, 2.44571, 0.44865], [-1.78257, -1.59445, -0.89590], [-0.58100, -2.84155, 0.90227], [1.09159, -0.47523, 1.03939], [-0.61437, -1.74876, 0.02033], [2.63466, 1.22257, 1.68697], [-0.07061, 0.29559, -0.64458], [1.86856, 1.30578, -1.94251], [1.93281, 2.79979, -1.32328], [0.59732, 2.37802, -2.31880], [-1.06603, 1.68906, 0.88444], [-0.89768, 2.98328, -0.27477], [0.29138, 2.97763, 1.22678], [-1.98206, -0.47151, -1.05392], [-1.61336, -2.03365, -1.88951], [-2.76087, -1.91519, -0.49979], [-1.15212, -2.71627, 1.76431], [-0.86607, -3.72421, 0.44957], [0.45483, -2.98769, 1.21477], [1.14223, -1.17432, 1.79824]], "lowdin_charge": [-0.23, -0.36, -0.32, 0.00, 0.03, 0.03, -0.01, 0.23, -0.06, 0.17, 0.07, 0.07, 0.08, 0.14, 0.11, 0.07, 0.14, 0.13, 0.11, 0.11, 0.10, 0.09, 0.11, 0.19], "total_charge": 1, "gap_ev": 10.24, "lumo_ev": -3.3, "de_lowest_kcal_mol": 37.6}

=====

# 4
{"formula": "CH3INP", "method": "wB97M-V/def2-TZVPD", "elements": ["C", "N", "H", "P", "I", "H", "H"], "coordinates": [[2.70926, 0.23509, -0.56706], [2.39879, -0.17406, 0.46696], [3.04964, 0.56500, -1.51717], [-1.77383, 0.48742, 0.42772], [-3.93463, -0.55443, -0.27115], [-0.92745, -0.49050, -0.24310], [-1.52178, -0.06852, 1.70381]], "lowdin_charge": [-0.08, 0.05, 0.04, 0.22, 0.15, -0.18, -0.19], "gap_ev": 9.01, "smiles": "C#N.PI", "lumo_ev": -0.2, "de_lowest_kcal_mol": 0.0}

=====

# 5
{"formula": "C34H52BN14O3S2", "method": "wB97M-V/def2-TZVPD", "elements": ["C", "C", "B", "O", "C", "C", "C", "C", "C", "S", "O", "O", "C", "S", "N", "H", "H", "H", "H", "H", "H", "H", "H", "H", "H", "H", "H", "H", "C", "C", "N", "H", "H", "H", "C", "C", "N", "H", "H", "H", "C", "C", "N", "H", "H", "H", "C", "C", "N", "H", "H", "H", "C", "C", "N", "H", "H", "H", "C", "C", "N", "H", "H", "H", "C", "C", "N", "H", "H", "H", "C", "C", "N", "H", "H", "H", "C", "C", "N", "H", "H", "H", "C", "C", "N", "H", "H", "H", "C", "C", "N", "H", "H", "H", "C", "C", "N", "H", "H", "H", "C", "C", "N", "H", "H", "H"], "coordinates": [[2.16714, -0.08144, 0.38798], [1.79744, 0.07268, -1.16114], [0.50878, 0.98883, -1.20759], [0.71067, 2.32727, -1.54789], [-0.98878, 0.52932, -0.86730], [-2.05095, 1.31359, -1.42877], [-3.40586, 1.01305, -1.15200], [-3.70453, -0.11687, -0.30264], [-5.15816, -0.47404, 0.06814], [-6.20524, 1.02985, 0.19020], [-5.45591, 2.14779, 0.71163], [-6.80631, 1.30281, -1.08952], [-2.61362, -0.86143, 0.19534], [-2.97599, -2.26840, 1.24162], [-1.32980, -0.52645, -0.09851], [2.93666, 0.66416, 0.63556], [2.44244, -1.11728, 0.65266], [1.27047, 0.21276, 0.99414], [1.66335, -0.90495, -1.66106], [2.65687, 0.59813, -1.63080], [0.09346, 2.84648, -0.99319], [-1.79168, 2.16015, -2.07786], [-4.20785, 1.63980, -1.56388], [-5.14642, -0.88604, 1.10383], [-5.60490, -1.22312, -0.61701], [-7.22464, 0.70758, 1.06224], [-1.88065, -3.08081, 1.17806], [-0.61219, -1.10806, 0.32556], [-2.60192, 3.60019, 1.42515], [-1.84250, 4.24178, 0.34537], [-1.24151, 4.73379, -0.49705], [-3.13092, 4.35037, 2.01075], [-3.32597, 2.90486, 1.00232], [-1.91851, 3.05394, 2.07473], [-2.25485, -4.02999, -2.59972], [-1.24026, -2.97738, -2.42856], [-0.45045, -2.15687, -2.29525], [-1.82217, -4.88210, -3.12078], [-2.61839, -4.35492, -1.62472], [-3.09112, -3.64784, -3.18190], [3.54936, 3.46159, -4.39808], [2.26644, 3.36562, -3.67727], [1.26790, 3.29527, -3.10957], [4.00078, 4.42904, -4.21489], [4.23031, 2.67986, -4.05570], [3.38120, 3.34295, -5.46792], [-0.08700, -5.50959, -6.33805], [-1.31782, -5.65895, -5.54593], [-2.27662, -5.77676, -4.93129], [0.35013, -4.52805, -6.16034], [0.63073, -6.27712, -6.05314], [-0.31568, -5.61122, -7.39757], [4.29083, 4.00843, 1.47050], [4.40232, 2.56568, 1.73319], [4.49005, 1.44178, 1.93477], [3.51290, 4.43892, 2.09935], [5.23857, 4.49770, 1.68914], [4.03623, 4.17429, 0.42448], [4.37457, 6.72793, -6.82989], [5.17772, 5.99655, -5.83759], [5.80184, 5.42683, -5.06614], [4.11960, 6.06823, -7.65774], [3.45770, 7.09109, -6.36795], [4.94144, 7.57548, -7.21133], [1.81058, 0.76576, 4.26031], [0.85557, 1.66322, 3.59782], [0.10696, 2.33964, 3.05699], [1.55148, -0.26920, 4.04019], [2.82049, 0.95709, 3.90034], [1.78220, 0.92027, 5.33686], [7.66931, 1.37622, -3.74625], [6.24674, 1.00480, -3.61332], [5.09380, 0.70201, -3.48834], [7.99013, 1.89985, -2.84646], [8.29710, 0.48759, -3.87938], [7.80429, 2.03566, -4.60447], [5.52801, -0.60254, 4.73263], [4.31182, -0.79764, 5.55140], [3.37922, -0.96136, 6.20510], [5.93523, 0.39274, 4.90195], [6.27560, -1.34463, 5.00877], [5.29108, -0.71235, 3.67516], [-7.05327, -0.61577, 3.67857], [-7.52871, -1.94508, 3.26723], [-7.89726, -2.97933, 2.94536], [-7.88505, 0.08725, 3.69606], [-6.61496, -0.66920, 4.67357], [-6.29967, -0.26097, 2.97613], [0.02533, -3.75308, 6.12591], [0.80251, -3.03140, 5.10677], [1.40832, -2.47181, 4.31426], [-0.50684, -3.04234, 6.75597], [-0.69510, -4.41213, 5.64411], [0.69346, -4.34797, 6.74630], [4.42865, -3.44657, -2.73900], [4.58950, -1.99408, -2.91808], [4.70939, -0.85846, -3.06832], [5.27422, -3.84355, -2.17949], [3.50989, -3.65067, -2.19091], [4.38156, -3.93744, -3.71070], [-10.53780, -3.62723, 6.15476], [-9.51783, -2.58374, 6.33738], [-8.72369, -1.77286, 6.47947], [-10.10229, -4.48224, 5.64030], [-10.91564, -3.94809, 7.12411], [-11.36310, -3.23702, 5.56170]], "lowdin_charge": [-0.08, -0.13, -0.43, 0.01, -0.05, 0.05, 0.05, -0.22, -0.21, 0.69, -0.34, -0.33, -0.50, 0.88, 0.12, 0.02, 0.08, 0.05, 0.06, 0.09, 0.08, 0.14, 0.13, 0.05, 0.13, 0.09, -0.09, 0.15, -0.06, -0.26, 0.15, 0.09, 0.03, 0.03, -0.07, -0.23, 0.17, 0.03, 0.08, 0.09, -0.07, -0.18, 0.14, 0.03, 0.03, 0.08, -0.05, -0.24, 0.14, 0.08, 0.08, 0.09, -0.04, -0.24, 0.14, 0.09, 0.09, 0.09, -0.05, -0.27, 0.14, 0.08, 0.08, 0.08, -0.09, -0.25, 0.14, 0.02, 0.05, 0.07, -0.08, -0.19, -0.03, 0.08, 0.07, 0.07, -0.06, -0.27, 0.14, 0.08, 0.08, 0.06, -0.08, -0.29, 0.13, 0.09, 0.08, 0.04, -0.05, -0.26, 0.13, 0.08, 0.08, 0.09, -0.05, -0.11, 0.10, 0.08, 0.08, 0.08, -0.06, -0.27, 0.13, 0.08, 0.08, 0.08], "total_charge": 1, "gap_ev": 4.89, "lumo_ev": -3.5}

=====

# 6
{"formula": "C6H11N", "method": "wB97M-V/def2-TZVPD", "elements": ["C", "C", "N", "C", "C", "C", "C", "H", "H", "H", "H", "H", "H", "H", "H", "H", "H", "H"], "coordinates": [[1.42802, -2.72193, 1.41533], [1.04144, -1.56618, 0.86356], [0.43763, -0.56622, 1.64366], [0.07141, 0.72676, 1.04023], [-0.68174, 0.50606, -0.25129], [-1.05431, 1.51439, -1.04690], [-1.19760, 1.45438, -2.53252], [1.59585, -2.77124, 2.48836], [1.60247, -3.62523, 0.85732], [1.33914, -1.18891, -0.10766], [0.78124, -0.47035, 2.58950], [0.95571, 1.31800, 0.78747], [-0.44124, 1.21109, 1.86983], [-1.03410, -0.50964, -0.38729], [-1.18563, 2.46263, -0.53340], [-1.97243, 2.15839, -2.83572], [-1.39826, 0.40720, -2.76840], [-0.28760, 1.66079, -3.09209]], "lowdin_charge": [-0.02, -0.25, -0.07, -0.22, -0.12, -0.18, -0.10, 0.05, 0.03, 0.11, 0.12, 0.11, 0.12, 0.11, 0.10, 0.07, 0.08, 0.07], "gap_ev": 8.95, "smiles": "C=CNC/C=C/C", "lumo_ev": 1.1, "de_lowest_kcal_mol": 63.5}